The following is a DFT calculation (ωB97M-V/def2-TZVPD) of 2 unconnected molecules or ions with the total composition C6H11NO2S2 in a non-equilibrium geometry.

## Properties
<S²> = 2.0083
2S+1 = 3
orbital gap (alpha / beta) = 6.642 / 7.536 eV

Last column: Löwdin charge in e.
Element x y z (Å)
C1 1.182 -0.587 -2.018  -0.381
C2 -1.572 1.374 2.034  -0.305
C3 -2.238 1.555 0.710  -0.489
C4 -1.310 -0.156 2.388  -0.352
C5 -0.688 -0.392 -0.337  -1.003
C6 3.605 -1.032 -1.745  -0.033
N1 2.260 -0.519 -1.307  0.001
O1 0.827 -0.599 -3.171  0.066
O2 -1.680 -1.238 -0.691  -0.072
S1 -0.997 1.316 -0.598  0.875
S2 0.070 -0.805 1.229  0.838
H1 -0.511 1.881 2.109  0.142
H2 -2.309 1.754 2.707  0.090
H3 -3.061 0.919 0.517  0.067
H4 -2.545 2.594 0.424  0.085
H5 -1.031 -0.248 3.335  0.015
H6 -2.121 -0.743 2.025  0.056
H7 3.652 -1.980 -1.290  0.056
H8 3.671 -1.101 -2.886  0.108
H9 4.439 -0.333 -1.451  0.092
H10 2.174 -0.339 -0.361  0.049
H11 -1.818 -1.322 -1.623  0.095